Entry 1:
# C4H7O3Rb

C4H7O3Rb as an isolated structure at a distorted geometry (ωB97M-V/def2-TZVPD, the OMol25 dataset).

Geometry as ORCA input:
```
! RIJCOSX wB97M-V def2-TZVPD def2/J DEFGRID3
* xyz 0 1
H 3.488 -1.886 1.333
O -1.723 0.057 1.097
C -1.637 0.205 -0.216
O -0.591 0.297 -0.833
O -2.829 0.226 -0.735
C -2.932 0.333 -2.160
H -2.475 1.270 -2.498
H -2.440 -0.524 -2.635
H -4.002 0.329 -2.378
C -0.544 0.119 1.836
H -0.249 1.136 2.101
C 0.073 -0.988 2.238
H -0.300 -1.977 1.966
H 0.954 -0.900 2.873
Rb 2.542 -0.069 -0.364
*
```

As for the LUMO energy: -0.3 eV. The frontier orbital gap is 5.37 eV.

Entry 2:
# C20H26N4O2S2Si2Zr

C20H26N4O2S2Si2Zr as an isolated structure (ωB97M-V/def2-TZVPD, the OMol25 dataset).

Geometry as ORCA input:
```
! RIJCOSX wB97M-V def2-TZVPD def2/J DEFGRID3
* xyz 0 1
Zr -0.294 -0.095 0.184
S -1.004 1.811 1.542
C 0.522 2.666 1.288
C 0.959 3.512 2.310
C 2.166 4.179 2.226
C 2.577 5.037 3.303
N 2.884 5.722 4.172
C 2.981 3.988 1.098
C 2.551 3.159 0.079
C 1.316 2.505 0.136
S 0.828 1.550 -1.272
C 4.255 4.644 0.989
N 5.279 5.155 0.894
H 0.344 3.634 3.191
H 3.179 3.020 -0.791
C 1.872 -2.078 -1.869
Si 2.539 -1.988 -0.113
C 3.932 -0.746 -0.004
C 3.173 -3.714 0.244
C 1.143 -1.496 1.060
Si 1.597 -1.270 2.876
C 2.707 -2.628 3.539
C 2.518 0.338 3.152
C 0.023 -1.307 3.895
H 2.665 -2.422 -2.539
H 1.501 -1.134 -2.270
H 1.064 -2.815 -1.924
H 4.678 -0.921 -0.781
H 4.438 -0.802 0.962
H 3.547 0.270 -0.126
H 3.885 -4.001 -0.535
H 2.349 -4.431 0.215
H 3.671 -3.813 1.207
H 0.422 -2.344 1.044
H 3.697 -2.594 3.081
H 2.291 -3.625 3.379
H 2.839 -2.489 4.615
H 3.541 0.267 2.781
H 2.569 0.547 4.223
H 2.040 1.188 2.667
H -0.521 -2.243 3.746
H -0.646 -0.481 3.641
H 0.262 -1.227 4.958
C -2.688 -1.471 -4.998
N -2.630 -1.417 -3.541
C -3.653 -1.837 -2.768
C -3.631 -1.778 -1.413
C -2.450 -1.248 -0.841
O -2.238 -1.073 0.415
N -1.418 -0.859 -1.613
C -1.453 -0.876 -2.983
O -0.565 -0.478 -3.699
H -3.642 -1.899 -5.293
H -1.872 -2.081 -5.379
H -2.584 -0.470 -5.411
H -4.512 -2.224 -3.300
H -4.457 -2.102 -0.804
*
```

As for the LUMO energy: -0.8 eV. The frontier orbital gap is 7.96 eV.